(1)
Molecular formula: C2H11O4
Method: DFT, ωB97M-V/def2-TZVPD

HOMO energy   -4.259 eV
Energy above the lowest of the compared OMol25 structures with the same formula, charge and spin   8.9 kcal/mol
Strongest force on any atom   1.47 eV/A
Orbital gap   0.30871 Eh
E   -10443.5027 eV
Charge   -1
LUMO level   4.1 eV

Cartesian coordinates (Å):
1 O 0.084 -0.572 0.094
2 O 1.167 -1.626 -2.005
3 O 1.969 1.291 -0.925
4 O 0.542 -1.154 2.854
5 C -1.245 1.478 -0.259
6 C -1.151 -0.006 0.179
7 H -2.247 1.795 0.038
8 H -0.333 -1.501 2.913
9 H -1.957 -0.558 -0.369
10 H -1.032 1.537 -1.322
11 H 1.670 0.709 -0.190
12 H 1.394 0.816 -1.554
13 H -1.589 -0.135 1.200
14 H 0.784 -1.202 -1.174
15 H 0.527 -0.767 1.944
16 H 1.889 -2.137 -1.695
17 H -0.472 2.032 0.270

These are the Mulliken partial charges, in e, on atoms 1 to 6: -0.87 -0.72 -0.72 -0.71 -1.10 -0.21

=====

(2)
Molecular formula: C26H55BBrF6InN3O11
Method: DFT, ωB97M-V/def2-TZVPD

HOMO energy   -5.201 eV
Strongest force on any atom   4.37 eV/A
Orbital gap   0.27161 Eh
E   -147042.3871 eV
Charge   -1
LUMO level   2.2 eV

Cartesian coordinates (Å):
1 In 0.325 -0.119 1.845
2 Br 0.152 -1.961 3.699
3 F -3.593 2.324 1.235
4 F -4.366 -0.066 -0.399
5 F -2.603 -1.226 0.455
6 F -5.234 -1.668 1.518
7 F -2.195 1.543 -0.388
8 F -5.287 0.393 2.457
9 O -7.568 3.062 9.012
10 O 3.191 -1.911 0.652
11 O -3.146 -2.414 3.050
12 O -6.471 -0.934 7.299
13 O 1.815 -3.379 -0.766
14 O -1.531 2.092 2.852
15 O 1.975 0.334 -2.861
16 O 6.346 -1.497 -2.453
17 O -3.309 -0.613 4.433
18 O 0.795 1.241 -7.093
19 O 6.384 -2.420 -6.844
20 N -6.078 2.170 6.518
21 N 1.045 2.909 -4.564
22 N 5.962 -4.087 -4.336
23 C -3.559 -1.249 3.208
24 C 5.477 -3.513 -6.701
25 C 2.110 1.196 2.430
26 C 4.939 -3.632 -5.274
27 C 1.257 2.589 -7.016
28 C -1.494 1.227 1.928
29 C -6.786 -0.283 6.072
30 C 0.807 -0.922 -0.212
31 C -7.444 2.677 6.591
32 C -2.746 1.236 0.910
33 C -4.389 -0.611 1.994
34 C 3.326 0.307 3.014
35 C 7.748 -2.799 -6.901
36 C 6.711 -1.010 -3.732
37 C 5.656 -3.853 -2.916
38 C -3.504 -0.159 0.743
39 C -5.911 0.935 5.737
40 C 1.970 2.878 -5.694
41 C 5.276 -2.437 -2.457
42 C -6.925 -0.261 8.460
43 C -0.600 1.091 -6.889
44 C 1.581 -0.234 -4.097
45 C -6.347 3.264 9.704
46 C 2.613 1.601 -2.967
47 C 1.671 2.784 -3.240
48 C -7.625 3.685 7.729
49 B 1.950 -2.085 -0.101
50 H 2.207 3.716 -3.035
51 H -7.001 -0.992 9.269
52 H -6.019 4.307 9.653
53 H -7.698 3.156 5.639
54 H 1.273 -0.106 -0.899
55 H 6.549 -4.157 -2.359
56 H 4.857 -4.542 -2.630
57 H 2.735 2.103 -5.572
58 H 4.409 -2.033 -2.989
59 H -0.857 1.148 -5.831
60 H 3.083 -2.213 1.577
61 H 4.965 -2.520 -1.411
62 H 8.316 -1.950 -7.287
63 H -5.560 2.612 9.322
64 H 6.838 -3.623 -4.546
65 H 3.060 1.778 -1.983
66 H 7.219 -0.051 -3.599
67 H 7.904 -3.653 -7.568
68 H -6.912 4.515 7.646
69 H 2.310 -0.054 -4.890
70 H 1.984 2.710 -7.825
71 H -5.735 1.994 7.454
72 H -1.175 1.836 -7.449
73 H 8.139 -3.031 -5.909
74 H -6.509 3.003 10.752
75 H 7.430 -1.688 -4.194
76 H -6.046 1.187 4.682
77 H 4.103 -4.341 -5.259
78 H 2.869 -0.688 3.372
79 H -7.907 0.195 8.319
80 H 0.372 2.158 -4.662
81 H -6.592 -1.030 5.295
82 H -0.886 0.098 -7.242
83 H 3.778 0.871 3.904
84 H 4.632 -3.298 -7.363
85 H 0.450 3.309 -7.203
86 H -4.864 0.639 5.857
87 H 4.075 0.127 2.171
88 H -3.040 -1.357 5.033
89 H 0.594 0.136 -4.375
90 H 2.482 3.845 -5.761
91 H -8.169 1.873 6.765
92 H -6.187 0.479 8.769
93 H 2.381 -4.015 -0.265
94 H 5.918 -4.457 -7.045
95 H 3.454 1.553 -3.667
96 H 0.847 2.730 -2.519
97 H -7.858 -0.070 6.012
98 H -8.627 4.117 7.641
99 H 1.833 1.964 3.222
100 H 5.846 -0.850 -4.378
101 H -0.070 -1.397 -0.762
102 H 2.394 1.726 1.444
103 H 1.487 -1.315 -3.959
104 H 4.546 -2.647 -5.001

These are the Mulliken partial charges, in e, on atoms 1 to 6: 0.92 -0.56 -0.27 -0.33 -0.20 -0.28

=====

(3)
Molecular formula: C18H52CrO16
Method: DFT, ωB97M-V/def2-TZVPD

HOMO energy (spin up / spin down)   -8.783 / -8.940 eV
Energy above the lowest of the compared OMol25 structures with the same formula, charge and spin   0.0 kcal/mol
Strongest force on any atom   3.66 eV/A
⟨S²⟩   6.046
Orbital gap (spin up / spin down)   0.27094 / 0.28153 Eh
E   -80684.0401 eV
2S+1   5
LUMO level (spin up / spin down)   -1.4 / -1.3 eV

Cartesian coordinates (Å):
1 Cr 14.019 25.493 -9.038
2 O 13.642 19.090 -6.741
3 O 18.522 22.390 -14.076
4 O 20.426 26.742 -8.483
5 O 12.490 25.255 -10.725
6 O 8.492 19.884 -8.020
7 O 16.176 17.923 -7.687
8 O 15.225 21.609 -15.568
9 O 10.338 18.377 -9.837
10 O 16.622 24.169 -15.016
11 O 18.682 19.612 -12.784
12 O 15.545 24.035 -9.524
13 O 12.071 19.081 -12.055
14 O 16.783 23.192 -6.937
15 O 17.751 25.616 -9.365
16 O 13.747 19.583 -14.333
17 O 15.200 26.073 -7.207
18 C 13.799 18.073 -7.711
19 C 14.720 22.912 -15.553
20 C 14.275 19.751 -13.041
21 C 15.138 18.041 -8.556
22 C 18.178 22.071 -12.714
23 C 14.593 21.792 -9.356
24 C 18.865 24.852 -8.944
25 C 9.941 19.843 -7.979
26 C 20.261 25.468 -9.114
27 C 10.549 19.713 -9.368
28 C 15.944 25.361 -6.148
29 C 13.473 18.876 -12.084
30 C 15.772 23.789 -6.158
31 C 15.551 22.720 -10.082
32 C 18.945 20.917 -12.170
33 C 15.376 23.867 -14.507
34 C 12.598 24.757 -12.047
35 C 11.973 23.353 -12.337
36 H 14.214 20.213 -14.888
37 H 17.128 21.779 -12.679
38 H 10.906 23.420 -12.125
39 H 18.293 22.952 -12.082
40 H 18.790 24.545 -7.901
41 H 15.926 23.486 -5.122
42 H 15.406 26.977 -6.957
43 H 14.586 20.857 -9.916
44 H 12.313 25.409 -12.873
45 H 20.601 25.580 -10.144
46 H 13.641 17.829 -12.336
47 H 20.006 21.138 -12.290
48 H 16.999 25.600 -6.282
49 H 15.180 17.231 -9.284
50 H 13.448 17.093 -7.387
51 H 10.265 18.936 -7.467
52 H 14.900 23.325 -16.545
53 H 15.313 18.942 -9.144
54 H 14.980 21.372 -8.428
55 H 20.146 27.381 -9.143
56 H 14.106 20.802 -12.804
57 H 10.549 18.490 -10.767
58 H 8.255 19.613 -8.909
59 H 17.794 22.951 -14.352
60 H 16.608 22.461 -10.027
61 H 16.568 23.323 -7.864
62 H 13.895 19.086 -11.101
63 H 11.621 19.891 -9.285
64 H 16.893 18.468 -8.021
65 H 13.092 18.288 -8.513
66 H 13.548 22.104 -9.330
67 H 16.174 21.641 -15.709
68 H 10.089 20.453 -10.024
69 H 10.248 20.678 -7.350
70 H 14.874 24.835 -14.500
71 H 21.003 24.870 -8.587
72 H 16.462 24.523 -15.894
73 H 18.712 19.807 -13.724
74 H 17.014 25.001 -9.371
75 H 14.331 18.882 -6.107
76 H 13.655 24.572 -12.237
77 H 12.462 22.655 -11.657
78 H 18.718 23.882 -9.421
79 H 14.794 23.465 -6.515
80 H 15.484 23.515 -13.482
81 H 15.321 22.695 -11.147
82 H 12.126 23.026 -13.365
83 H 15.323 19.499 -12.882
84 H 11.742 19.362 -12.912
85 H 15.646 25.797 -5.194
86 H 13.643 22.846 -15.395
87 H 18.785 20.840 -11.095

These are the Mulliken partial charges, in e, on atoms 1 to 6: 0.70 -0.50 -0.68 -0.53 -0.78 -0.56

=====

(4)
Molecular formula: C18H51O21P5
Method: DFT, ωB97M-V/def2-TZVPD

HOMO energy   -9.868 eV
Energy above the lowest of the compared OMol25 structures with the same formula, charge and spin   10.5 kcal/mol
Strongest force on any atom   9.39 eV/A
Orbital gap   0.36805 Eh
E   -108932.9866 eV
LUMO level   0.1 eV

Cartesian coordinates (Å):
1 P -4.413 0.092 2.647
2 P 1.502 -1.098 1.529
3 P 3.122 2.970 0.468
4 P -2.201 2.853 -2.908
5 P -2.205 -4.032 -3.824
6 O -2.853 -4.192 -5.105
7 O 1.545 2.689 0.246
8 O -1.743 3.840 -1.706
9 O 3.515 4.184 -0.279
10 O 2.582 -2.220 1.970
11 O -5.833 0.658 3.123
12 O 0.130 -1.390 1.912
13 O 8.210 1.096 2.799
14 O 1.966 0.323 2.066
15 O -4.618 -1.035 1.696
16 O -2.938 3.692 -3.951
17 O -2.261 -2.457 -3.527
18 O -3.615 -0.371 3.888
19 O -3.077 -4.887 -2.766
20 O -3.614 1.270 2.047
21 O -0.881 2.276 -3.617
22 O 3.345 3.264 2.074
23 O 3.840 1.646 -0.096
24 O -0.762 -4.651 -3.907
25 O 1.501 -0.980 -0.150
26 O -3.094 1.746 -2.375
27 C 6.546 0.235 1.302
28 C -4.394 -5.220 -2.991
29 C 7.388 0.203 2.600
30 C -2.492 -1.374 3.740
31 C -6.815 -0.113 3.511
32 C 0.422 2.225 -3.016
33 C -3.980 1.065 -3.269
34 C -2.972 -2.078 -2.366
35 C 7.038 -0.857 3.687
36 C 3.755 -2.473 1.240
37 C 0.288 -1.143 -0.907
38 C 0.577 3.197 1.084
39 C 2.122 0.483 3.463
40 C 3.758 1.079 -1.302
41 C -2.441 5.029 -1.496
42 C -2.873 0.897 0.835
43 C -0.624 -5.971 -4.373
44 C 4.273 4.307 2.388
45 H 5.930 -0.526 3.854
46 H 2.759 1.116 -1.769
47 H 2.299 1.622 3.762
48 H 3.861 -0.105 -1.320
49 H -4.826 -5.727 -2.192
50 H -6.494 -0.984 4.309
51 H -4.039 -2.167 -2.327
52 H -1.020 -5.983 -5.424
53 H 6.567 1.117 0.806
54 H -3.285 4.709 -0.831
55 H -7.706 0.379 3.834
56 H -4.672 -5.878 -3.977
57 H 0.466 2.540 1.980
58 H -4.562 0.408 -2.730
59 H 5.338 4.244 1.875
60 H -2.831 -2.572 -1.422
61 H -1.182 -6.642 -3.749
62 H -2.289 0.011 0.652
63 H 4.295 4.555 3.453
64 H 3.844 5.258 1.925
65 H 3.394 -2.983 0.291
66 H 0.174 1.622 -2.126
67 H 1.076 0.253 4.193
68 H -1.864 -1.433 4.678
69 H 4.180 -1.511 0.876
70 H 5.389 0.029 1.427
71 H -3.422 0.586 -3.973
72 H 6.910 -1.902 2.938
73 H 4.384 1.635 -1.923
74 H 7.739 -0.876 4.572
75 H -4.753 1.697 -3.816
76 H 4.462 -2.952 1.743
77 H 0.618 -6.360 -4.240
78 H -2.676 5.454 -2.421
79 H -0.391 -0.300 -0.675
80 H 1.197 1.861 -3.648
81 H -2.528 -1.194 -2.076
82 H -0.505 3.295 0.636
83 H 6.961 -0.481 0.483
84 H -0.122 -1.986 -0.662
85 H 0.521 3.215 -2.320
86 H -1.954 -1.111 2.884
87 H 3.031 -0.192 3.961
88 H -5.075 -4.373 -3.367
89 H -1.873 1.557 0.778
90 H -7.343 -0.920 2.814
91 H 0.831 4.022 1.698
92 H -1.818 5.612 -1.086
93 H 0.435 -1.228 -1.818
94 H -3.521 1.117 -0.200
95 H -2.634 -2.307 3.290

These are the Mulliken partial charges, in e, on atoms 1 to 6: 0.88 -0.23 0.35 0.70 0.76 -0.76

=====

- Among the records above, which one has the lowest strongest force on any atom?
  C2H11O4

=====

- What is the formula in the fourth record?
  C18H51O21P5

=====

- Which value of E does entry 1 give?
  -10443.5027 eV